Record 1
17
Properties=species:S:1:pos:R:3 method="wB97M-V/def2-TZVPD" spin_multiplicity=2 orbital_gap_ev="2.20 / 8.80" charge=-1 de_lowest_kcal_mol=11.6
S -1.3007 -2.1747 1.8131
O -1.4417 2.1860 -1.0919
N 0.6348 0.2366 -0.8753
C -0.0842 -0.9330 -0.3969
C 1.5552 0.8550 0.0919
C -0.8105 -0.6937 0.9082
H -1.7311 -0.1158 0.8082
H -0.1847 -0.1297 1.5387
H -0.7457 1.4980 -1.1232
H 2.1538 0.1264 0.6437
H 0.5573 -1.8073 -0.3043
H -2.2502 1.7415 -1.3748
H 2.2749 1.4280 -0.4843
H 1.0642 1.6208 0.6922
H -0.0247 -2.6277 1.9900
H 1.1679 -0.0049 -1.6769
H -0.8346 -1.2056 -1.1585



Record 2
18
Properties=species:S:1:pos:R:3 method="wB97M-V/def2-TZVPD" orbital_gap_ev=9.32 de_lowest_kcal_mol=5.0 smiles=C[C@H](N)CSS.O
S 0.0781 -1.0747 2.3992
S -0.7294 -0.0865 0.7917
O 0.0605 3.0034 0.9315
N 0.3936 1.0529 -2.0043
C -0.0515 -0.3537 -1.8840
C 0.3860 -1.2024 -3.0560
C 0.1883 -0.9884 -0.5311
H 0.4487 -0.6227 -3.9782
H -0.3126 -2.0236 -3.1859
H -0.0582 1.6139 -1.3014
H 1.2177 -1.0881 -0.1782
H 0.6735 -0.0789 3.0803
H -0.1814 -2.0208 -0.5280
H -1.1498 -0.2797 -1.9483
H 1.3966 1.1285 -1.8571
H 1.4267 -1.5310 -2.9476
H -0.4194 2.3355 1.4344
H 0.5183 3.5786 1.5365



Record 3
18
Properties=species:S:1:pos:R:3 method="wB97M-V/def2-TZVPD" orbital_gap_ev=8.57 de_lowest_kcal_mol=41.6 smiles=C[C@@H](N)CSS.O
S -0.1025 0.0459 -2.4771
S -2.2685 -0.2695 -2.2248
O 0.3565 3.3872 0.6749
N 1.1874 -1.1895 1.2064
C -0.7846 0.2228 0.7534
C 0.6079 -0.2354 0.2732
C 0.5418 -0.9366 -1.0639
H 0.6632 -2.0341 1.5069
H 1.5276 -1.1991 -1.5078
H 0.0400 -1.9868 -1.1401
H -1.5212 -0.7316 0.5896
H 2.0426 -1.5451 0.7588
H 0.3687 3.2517 1.6724
H 1.0171 0.6719 -0.0689
H 0.3551 2.4637 0.3027
H -1.9999 -1.3308 -1.4125
H -0.8686 0.2199 1.8746
H -1.1625 1.1953 0.2823



Record 4
18
Properties=species:S:1:pos:R:3 method="wB97M-V/def2-TZVPD" orbital_gap_ev=8.76 de_lowest_kcal_mol=11.1 smiles=CNCCSS.O
S -2.8855 0.1457 -0.7757
S -2.3317 0.2113 1.2220
O -0.1878 1.5764 -2.0808
N 0.7813 0.2872 0.5634
C -1.0981 -1.1025 1.3439
C 0.0979 -0.9761 0.3942
C 2.2318 0.2613 0.5206
H 2.6207 -0.4225 -0.2593
H 0.4574 0.9539 -0.1291
H 2.6544 -0.0675 1.4720
H -0.8380 -1.0263 2.3976
H 0.7470 -1.8224 0.6059
H -0.9719 1.1784 -2.4746
H -1.5655 -2.0657 1.1704
H -2.5315 1.4074 -0.9545
H 0.5295 1.3245 -2.6683
H -0.3332 -1.1049 -0.6108
H 2.6231 1.2417 0.2633